Entry 1:
Below is a molecular structure, C10H7N2O5Ru, with properties calculated with ωB97M-V/def2-TZVPD.

Values from the calculation:
Net charge = +3
Energy = -964.53406 Ha
Kohn-Sham gap (spin up / spin down) = 4.89 / 3.53 eV
<S²> = 6.042
Multiplicity = 5

Last column: Löwdin spin population.
Positions of all 25 atoms, in Å:
O (-0.676, 3.965, -3.278)  0.555
C (0.001, 2.994, -3.535)  0.253
Ru (-0.009, 1.054, -2.524)  0.675
O (-0.091, 2.903, -0.114)  0.011
C (-0.040, 2.156, -1.003)  0.044
C (-0.220, -0.826, -1.862)  0.097
O (-0.424, -1.947, -1.651)  0.051
C (1.941, 0.893, -2.376)  0.076
O (3.059, 0.749, -2.120)  0.043
C (-1.973, 1.077, -2.593)  0.068
O (-3.106, 1.023, -2.380)  0.042
H (0.683, 3.070, -4.430)  0.102
N (-0.093, -2.457, 3.854)  0.468
C (0.018, -1.695, 2.735)  0.095
C (1.069, -1.918, 1.808)  0.385
C (1.101, -1.155, 0.653)  0.239
N (0.271, -0.125, 0.455)  0.158
C (-0.754, 0.079, 1.287)  0.214
C (-0.894, -0.641, 2.470)  0.380
H (0.548, -3.219, 4.043)  0.007
H (-0.836, -2.294, 4.529)  0.007
H (1.800, -2.711, 1.948)  0.010
H (1.842, -1.388, -0.110)  0.005
H (-1.506, 0.829, 1.036)  0.004
H (-1.711, -0.417, 3.156)  0.011

=====

Entry 2:
Below is a molecular structure, C24H23BCl48I2NO2, with properties calculated with ωB97M-V/def2-TZVPD.

Values from the calculation:
Net charge = -1
Energy = -23842.63151 Ha
Kohn-Sham gap = 5.95 eV

Last column: Mulliken charge in e.
Positions of all 101 atoms, in Å:
C (-2.605, 2.551, 1.099)  -0.092
C (-3.014, 0.943, 0.927)  0.100
C (-3.300, 0.518, -0.632)  -0.181
C (-2.855, -1.057, -0.976)  -0.519
N (-1.387, -1.170, -0.629)  0.441
B (-0.645, -2.162, -1.506)  0.583
C (-0.559, -1.759, -3.098)  -0.825
C (-0.500, -0.153, -3.413)  0.477
C (-1.143, 0.068, -4.930)  -0.344
C (-2.291, 1.244, -4.904)  -0.276
O (-2.755, 1.592, -6.275)  -0.367
C (-1.796, 2.481, -6.954)  0.280
O (-1.434, 3.651, -6.405)  -0.463
C (0.871, -2.547, -0.997)  -0.340
I (1.403, -4.706, -0.976)  -0.140
C (1.927, -1.602, -0.546)  -0.403
C (1.636, 0.009, -0.471)  0.269
I (3.965, -2.283, 0.060)  0.005
H (-1.421, 2.635, 1.007)  -0.387
H (-2.881, 2.849, 2.204)  0.157
H (-3.099, 3.232, 0.285)  0.253
H (-3.951, 0.761, 1.613)  0.177
H (-2.121, 0.343, 1.427)  -0.077
H (-4.427, 0.722, -0.910)  0.247
H (-2.655, 1.229, -1.321)  0.009
H (-3.108, -1.205, -2.112)  0.147
H (-3.555, -1.758, -0.338)  0.150
H (-1.352, -1.539, 0.366)  -0.379
H (-1.277, -3.179, -1.458)  -0.381
H (0.360, -2.353, -3.577)  -0.026
H (-1.523, -2.240, -3.613)  0.218
H (0.655, 0.123, -3.530)  0.070
H (-0.978, 0.537, -2.598)  -0.100
H (-1.678, -0.916, -5.343)  0.204
H (-0.270, 0.286, -5.707)  0.222
H (-1.861, 2.155, -4.307)  0.283
H (-3.240, 0.765, -4.364)  0.110
H (-1.342, 2.248, -8.025)  0.279
H (0.769, 0.193, 0.328)  -0.070
H (2.581, 0.579, -0.019)  -0.049
H (1.414, 0.524, -1.498)  0.185
C (2.059, 4.666, -6.847)  0.288
Cl (1.284, 5.908, -5.832)  -0.095
Cl (2.145, 3.131, -5.946)  0.014
Cl (1.102, 4.430, -8.331)  -0.100
Cl (3.705, 5.194, -7.279)  -0.126
C (1.489, 4.507, 1.700)  0.228
Cl (1.054, 3.074, 0.735)  -0.001
Cl (3.257, 4.564, 1.914)  -0.068
Cl (0.945, 5.979, 0.856)  -0.123
Cl (0.701, 4.411, 3.295)  -0.130
C (1.137, -3.698, 3.476)  0.072
Cl (1.374, -2.842, 5.021)  -0.135
Cl (2.711, -4.270, 2.867)  -0.001
Cl (0.055, -5.091, 3.728)  -0.080
Cl (0.409, -2.588, 2.288)  0.012
C (5.445, 0.294, -6.892)  0.277
Cl (4.009, -0.603, -6.338)  -0.066
Cl (6.753, 0.119, -5.696)  -0.080
Cl (5.983, -0.358, -8.461)  -0.111
Cl (5.033, 2.018, -7.075)  -0.028
C (4.463, 6.117, 5.473)  0.311
Cl (4.868, 6.671, 7.117)  -0.111
Cl (5.965, 5.811, 4.563)  -0.089
Cl (3.512, 4.613, 5.570)  -0.053
Cl (3.509, 7.370, 4.641)  -0.079
C (-3.887, -4.875, 3.717)  0.227
Cl (-4.548, -5.885, 2.407)  -0.088
Cl (-5.204, -3.940, 4.469)  -0.107
Cl (-3.123, -5.918, 4.943)  -0.122
Cl (-2.671, -3.756, 3.049)  0.062
C (5.824, 1.577, -0.655)  0.121
Cl (5.163, 0.567, -1.965)  -0.011
Cl (4.507, 2.511, 0.097)  -0.007
Cl (6.588, 0.533, 0.572)  -0.058
Cl (7.040, 2.695, -1.323)  -0.126
C (-6.187, 2.970, 3.118)  0.288
Cl (-5.311, 4.517, 2.994)  -0.092
Cl (-6.068, 2.095, 1.571)  -0.050
Cl (-5.467, 1.984, 4.416)  -0.121
Cl (-7.900, 3.286, 3.492)  -0.066
C (7.056, -5.400, 1.792)  0.250
Cl (7.589, -4.225, 0.563)  -0.089
Cl (5.308, -5.208, 2.079)  0.003
Cl (7.386, -7.053, 1.215)  -0.110
Cl (7.942, -5.113, 3.311)  -0.071
C (-10.502, 1.504, 5.850)  0.326
Cl (-10.937, 0.071, 4.885)  -0.086
Cl (-8.734, 1.561, 6.064)  -0.028
Cl (-11.046, 2.976, 5.006)  -0.106
Cl (-11.290, 1.408, 7.445)  -0.108
C (10.789, -3.078, 6.088)  0.355
Cl (10.007, -1.523, 5.707)  -0.090
Cl (12.447, -3.084, 5.436)  -0.101
Cl (10.844, -3.297, 7.855)  -0.104
Cl (9.857, -4.407, 5.353)  -0.061
C (-7.799, -4.906, -0.397)  0.308
Cl (-7.267, -3.731, -1.626)  -0.080
Cl (-9.547, -4.715, -0.110)  -0.118
Cl (-7.470, -6.559, -0.974)  -0.113
Cl (-6.913, -4.620, 1.122)  0.003

=====

Entry 3:
Below is a molecular structure, C40H74F24N8O17S8, with properties calculated with ωB97M-V/def2-TZVPD.

Values from the calculation:
Energy = -8867.71359 Ha
Kohn-Sham gap = 9.75 eV

Last column: Mulliken charge in e.
Positions of all 171 atoms, in Å:
C (-6.071, 16.870, 24.579)  -1.358
C (-4.768, 16.346, 24.083)  1.091
N (-3.631, 17.295, 24.382)  1.408
C (-3.864, 17.987, 25.634)  -1.175
C (-2.347, 16.481, 24.441)  0.091
C (-2.182, 15.506, 25.581)  -0.824
C (-3.467, 18.237, 23.159)  0.181
C (-2.721, 19.502, 23.426)  0.075
O (-1.413, 19.245, 23.741)  -0.482
C (-0.801, 20.085, 24.623)  -0.144
H (-6.841, 16.328, 24.054)  0.228
H (-6.188, 17.919, 24.374)  0.041
H (-6.178, 16.742, 25.668)  0.438
H (-4.991, 16.145, 23.049)  0.021
H (-4.555, 15.405, 24.626)  -0.861
H (-4.047, 17.227, 26.334)  1.257
H (-4.791, 18.578, 25.660)  -0.097
H (-2.958, 18.568, 25.855)  -0.287
H (-1.463, 17.160, 24.460)  0.406
H (-2.279, 15.940, 23.425)  0.138
H (-1.283, 14.925, 25.228)  0.452
H (-3.072, 14.921, 25.861)  0.171
H (-1.950, 15.995, 26.475)  -0.106
H (-4.454, 18.395, 22.712)  -0.230
H (-2.988, 17.657, 22.393)  0.133
H (-3.269, 20.100, 24.163)  0.073
H (-2.775, 19.956, 22.450)  0.061
H (-0.889, 21.123, 24.248)  0.264
H (0.268, 19.808, 24.708)  0.301
H (-1.299, 20.111, 25.646)  -0.196
C (-1.942, 23.744, 20.253)  -1.747
C (-2.779, 22.596, 19.772)  0.768
C (-4.222, 23.025, 19.331)  -1.108
N (-5.075, 21.885, 18.907)  0.531
C (-4.453, 21.061, 17.798)  -0.881
C (-6.417, 22.415, 18.440)  -0.571
C (-7.281, 22.491, 19.746)  -0.770
C (-6.936, 21.138, 20.316)  -0.232
C (-5.384, 21.079, 20.160)  1.383
H (-2.554, 24.421, 20.900)  0.190
H (-1.611, 24.301, 19.382)  0.468
H (-1.210, 23.408, 20.911)  0.480
H (-2.842, 21.749, 20.436)  -0.263
H (-2.238, 22.117, 18.898)  0.380
H (-4.195, 23.641, 18.417)  0.632
H (-4.681, 23.515, 20.207)  0.269
H (-3.666, 20.382, 18.124)  0.302
H (-3.960, 21.817, 17.161)  0.355
H (-5.267, 20.588, 17.263)  0.303
H (-6.878, 21.700, 17.790)  0.514
H (-6.182, 23.329, 17.910)  0.332
H (-8.331, 22.685, 19.476)  0.451
H (-6.879, 23.252, 20.371)  0.232
H (-7.407, 20.379, 19.759)  0.357
H (-7.196, 21.044, 21.342)  0.269
H (-4.903, 20.111, 20.088)  -0.858
H (-4.896, 21.660, 20.916)  -0.618
C (-0.166, 24.167, 28.252)  -1.526
C (-1.199, 23.044, 28.481)  0.831
C (-2.550, 23.619, 28.812)  -0.734
N (-3.595, 22.684, 29.320)  0.559
C (-3.866, 21.724, 28.209)  -0.782
C (-4.850, 23.396, 29.636)  -0.420
C (-5.632, 22.492, 30.606)  -0.725
C (-4.494, 21.930, 31.533)  -0.759
C (-3.213, 21.998, 30.643)  -0.308
H (0.866, 23.768, 28.188)  0.376
H (-0.201, 24.937, 29.062)  0.381
H (-0.316, 24.584, 27.264)  0.292
H (-0.793, 22.246, 29.204)  0.321
H (-1.142, 22.553, 27.497)  -0.430
H (-2.975, 23.938, 27.824)  0.065
H (-2.584, 24.447, 29.504)  0.724
H (-4.710, 21.152, 28.452)  0.608
H (-3.032, 21.053, 28.059)  -0.041
H (-3.993, 22.197, 27.320)  0.019
H (-5.371, 23.541, 28.680)  0.213
H (-4.621, 24.351, 30.146)  0.539
H (-6.128, 21.622, 30.200)  0.212
H (-6.392, 23.080, 31.111)  0.507
H (-4.725, 20.924, 31.908)  0.315
H (-4.349, 22.584, 32.369)  0.372
H (-2.733, 21.000, 30.421)  0.142
H (-2.394, 22.647, 30.950)  0.535
C (-11.713, 12.675, 24.736)  -1.423
C (-11.927, 12.560, 23.237)  0.051
C (-10.614, 12.943, 22.581)  -0.503
N (-10.549, 12.855, 21.071)  0.731
C (-11.599, 13.806, 20.484)  -0.904
C (-10.714, 11.408, 20.601)  -0.353
C (-9.487, 11.107, 19.788)  -0.401
C (-8.782, 12.431, 19.512)  -0.913
C (-9.126, 13.224, 20.774)  -0.426
H (-10.884, 12.075, 25.161)  0.299
H (-12.565, 12.333, 25.267)  0.450
H (-11.463, 13.720, 25.054)  0.337
H (-12.766, 13.171, 22.825)  0.222
H (-12.176, 11.538, 23.078)  0.289
H (-9.820, 12.288, 22.903)  0.012
H (-10.373, 13.951, 22.901)  0.453
H (-11.209, 14.798, 20.754)  0.271
H (-12.600, 13.530, 20.905)  0.293
H (-11.519, 13.681, 19.394)  0.392
H (-11.693, 11.242, 20.237)  0.477
H (-10.561, 10.807, 21.492)  0.223
H (-9.714, 10.492, 18.956)  0.579
H (-8.738, 10.551, 20.353)  -0.218
H (-9.181, 12.854, 18.545)  0.252
H (-7.716, 12.308, 19.432)  0.600
H (-8.872, 14.274, 20.725)  0.336
H (-8.476, 12.820, 21.547)  -0.227
C (-0.335, 17.502, 29.303)  0.588
F (0.991, 17.715, 28.906)  -0.256
F (-0.506, 16.229, 29.099)  -0.175
F (-0.433, 17.722, 30.641)  -0.195
S (-1.562, 18.493, 28.314)  0.215
O (-1.622, 19.794, 28.756)  -0.269
O (-1.163, 18.183, 26.984)  -0.402
N (-2.858, 17.638, 28.617)  -0.161
S (-3.722, 17.795, 29.947)  0.711
O (-3.705, 16.580, 30.688)  -0.656
O (-3.540, 19.055, 30.658)  -0.581
C (-5.491, 17.929, 29.321)  0.648
F (-6.265, 18.266, 30.348)  -0.255
F (-5.485, 18.962, 28.442)  -0.085
F (-5.956, 16.883, 28.781)  -0.214
C (-3.922, 25.202, 24.484)  0.461
F (-4.403, 25.486, 25.745)  -0.243
F (-4.881, 25.519, 23.632)  -0.165
F (-2.839, 26.035, 24.367)  -0.223
S (-3.362, 23.414, 24.383)  0.620
O (-3.110, 23.255, 22.990)  -0.278
O (-2.267, 23.210, 25.287)  -0.379
N (-4.618, 22.569, 24.966)  -0.455
S (-5.781, 22.053, 24.063)  0.760
O (-6.084, 22.886, 22.891)  -0.589
O (-5.729, 20.585, 23.928)  -0.424
C (-7.287, 22.162, 25.145)  0.203
F (-8.352, 21.586, 24.411)  -0.243
F (-7.139, 21.419, 26.240)  -0.099
F (-7.600, 23.371, 25.397)  -0.183
C (-3.218, 15.650, 19.882)  0.513
F (-4.042, 14.614, 19.934)  -0.181
F (-2.768, 15.867, 21.125)  -0.339
F (-2.145, 15.313, 19.139)  -0.258
S (-3.804, 17.329, 19.233)  0.954
O (-2.839, 18.166, 19.889)  -0.572
O (-3.948, 17.236, 17.819)  -0.695
N (-5.199, 17.493, 19.885)  -0.207
S (-6.613, 17.166, 19.288)  0.889
O (-7.336, 18.263, 18.810)  -0.733
O (-6.651, 15.902, 18.637)  -0.657
C (-7.385, 16.902, 20.920)  0.549
F (-7.123, 15.687, 21.381)  0.066
F (-7.049, 17.848, 21.756)  -0.127
F (-8.714, 17.052, 20.689)  -0.310
C (-4.648, 11.956, 24.320)  0.583
F (-4.909, 11.871, 25.606)  -0.205
F (-3.596, 12.785, 24.128)  -0.177
F (-4.282, 10.771, 23.749)  -0.221
S (-6.035, 12.680, 23.286)  1.227
O (-6.780, 13.416, 24.239)  -0.755
O (-5.269, 13.378, 22.272)  -0.826
N (-6.691, 11.409, 22.617)  0.097
S (-7.385, 10.292, 23.427)  0.674
O (-6.911, 10.136, 24.766)  -0.615
O (-8.820, 10.170, 23.124)  -0.651
C (-6.951, 8.748, 22.645)  0.579
F (-7.277, 7.786, 23.557)  -0.259
F (-7.621, 8.431, 21.576)  -0.217
F (-5.673, 8.636, 22.408)  -0.223